Record 1
ORCA calculation (ωB97M-V with the def2-TZVPD basis set) on a 11-piece molecular cluster, C13H38Cl2N11O20P overall in a non-equilibrium geometry.

Summary:
- Total charge: 0
- Energy: -3885.8223 hartree
- HOMO-LUMO gap: 8.05 eV
- Highest occupied orbital energy: -8.70 eV
- Structure (SMILES): C/C(Cl)=C(/Cl)[PH3]N.C[N+](=O)[O-].C[N+](=O)[O-].C[N+](=O)[O-].C[N+](=O)[O-].C[N+](=O)[O-].C[N+](=O)[O-].C[N+](=O)[O-].C[N+](=O)[O-].C[N+](=O)[O-].C[N+](=O)[O-]

Geometry (Å):
C 3.1900 -5.5709 1.9160
C 3.0865 -4.0856 1.1660
Cl 4.5537 -3.2897 0.2806
C 1.7563 -3.3574 1.2228
Cl 1.5779 -1.6509 0.4288
P 0.2151 -4.1077 2.0640
N -1.3739 -4.7280 2.6828
H 3.0143 -5.3272 3.0736
H 2.3200 -6.2742 1.5536
H 4.2605 -6.0408 1.8371
H -0.3858 -2.7723 2.0575
H 0.0031 -4.9253 0.8955
H 0.9135 -4.4838 3.2646
H -1.2283 -5.6242 3.2284
H -1.9250 -5.0211 1.8237
C -0.5640 -6.9500 6.5344
N 0.6644 -7.1589 5.7213
O 1.5434 -7.8848 6.2001
O 0.7114 -6.5882 4.6254
H -0.4686 -7.5081 7.4684
H -0.6504 -5.8796 6.7320
H -1.4114 -7.3161 5.9512
C -0.6039 1.3274 0.0367
N -1.3362 2.5796 -0.2944
O -1.9695 3.1230 0.6181
O -1.2543 2.9816 -1.4608
H -0.7637 1.0931 1.0914
H -1.0028 0.5345 -0.5992
H 0.4551 1.5023 -0.1634
C 4.4813 0.1027 2.5318
N 3.6796 0.1096 3.7852
O 2.4830 0.4063 3.6901
O 4.2743 -0.1832 4.8290
H 3.8334 0.3775 1.6966
H 5.2862 0.8307 2.6513
H 4.8753 -0.9068 2.3982
C 0.3233 2.8992 -4.5789
N 1.4791 2.0028 -4.8515
O 2.2596 1.7858 -3.9173
O 1.5701 1.5425 -5.9955
H 0.3692 3.2285 -3.5386
H 0.4001 3.7515 -5.2570
H -0.5882 2.3265 -4.7622
C 5.1942 2.8127 -4.6897
N 6.1856 3.5453 -3.8565
O 6.0186 4.7626 -3.7174
O 7.1033 2.8777 -3.3656
H 4.4474 3.5211 -5.0547
H 5.7350 2.3590 -5.5227
H 4.7292 2.0537 -4.0573
C 3.4130 -6.1565 -2.5296
N 2.3167 -6.6741 -1.6671
O 2.6093 -7.5493 -0.8441
O 1.1935 -6.1870 -1.8406
H 4.3404 -6.6713 -2.2691
H 3.1388 -6.3573 -3.5672
H 3.5014 -5.0844 -2.3423
C -4.1767 1.0374 2.8908
N -3.0209 0.1411 2.6183
O -2.2404 -0.0760 3.5525
O -2.9299 -0.3193 1.4743
H -4.1308 1.3667 3.9312
H -4.0999 1.8897 2.2128
H -5.0882 0.4648 2.7076
C -7.5565 3.0015 0.9021
N -6.4882 2.1129 1.4339
O -5.4344 2.0471 0.7904
O -6.7377 1.5066 2.4822
H -7.2016 3.4684 -0.0192
H -8.4340 2.3817 0.7071
H -7.7649 3.7574 1.6620
C -1.7129 6.2573 -0.2746
N -2.4451 7.5095 -0.6057
O -3.0785 8.0528 0.3068
O -2.3633 7.9115 -1.7721
H -1.8726 6.0230 0.7801
H -2.1117 5.4644 -0.9105
H -0.6538 6.4322 -0.4747
C -3.1023 5.7402 -5.6217
N -2.0340 4.8516 -5.0900
O -0.9802 4.7858 -5.7335
O -2.2836 4.2454 -4.0416
H -2.7474 6.2071 -6.5431
H -3.9798 5.1204 -5.8168
H -3.3107 6.4961 -4.8619

Record 2
ORCA calculation (ωB97M-V with the def2-TZVPD basis set) on a single C19H19NO2 molecule in a non-equilibrium geometry.

Summary:
- Total charge: 0
- Energy above the lowest of the compared OMol25 structures with the same formula, charge and spin: 73.18 kcal/mol
- Energy: -940.5999 hartree
- HOMO-LUMO gap: 8.68 eV
- Highest occupied orbital energy: -8.14 eV
- Structure (SMILES): CC(=O)C(C(C)=O)[C@@H](C)n1c2ccccc2c2ccccc21

Geometry (Å):
C 0.2309 2.6776 1.8343
C 0.4745 1.3934 2.6134
O 1.5519 1.1531 3.1544
C -0.7427 0.4386 2.6204
C -0.2873 -1.0463 2.8112
C -1.4013 -1.9853 2.5585
O 0.8361 -1.4240 3.1093
C -1.9047 0.7175 3.7362
C -1.8592 2.1503 4.2728
N -3.3017 0.1842 3.6783
C -3.8492 -1.0184 4.2537
C -3.2224 -1.9205 5.1465
C -4.0432 -2.9316 5.6549
C -5.3882 -3.0745 5.2642
C -5.9691 -2.2130 4.3290
C -5.1908 -1.1808 3.8482
C -5.4939 -0.0113 3.0235
C -6.6798 0.3262 2.3656
C -6.7117 1.5544 1.6459
C -5.5251 2.3584 1.6038
C -4.3481 1.9841 2.2598
C -4.3361 0.8096 3.0032
H -0.8549 2.8248 1.6008
H 0.6032 3.5409 2.4118
H 0.8112 2.5541 0.8974
H -1.2223 0.4776 1.5230
H -2.3753 -1.4490 2.6001
H -1.2773 -2.3646 1.5242
H -1.4475 -2.7992 3.2937
H -1.4259 -0.0723 4.4315
H -0.8817 2.1228 4.7494
H -1.8777 2.8273 3.4478
H -2.6531 2.4295 4.9947
H -2.1693 -1.7330 5.4293
H -3.6116 -3.5886 6.3792
H -5.9704 -3.9016 5.6625
H -6.9812 -2.3224 3.9239
H -7.5292 -0.3940 2.3979
H -7.6591 1.8165 1.0692
H -5.6180 3.2785 1.0474
H -3.4917 2.6275 2.2445

Record 3
ORCA calculation (ωB97M-V with the def2-TZVPD basis set) on a 2-piece molecular cluster, C17H30NO4P overall in a non-equilibrium geometry.

Summary:
- Total charge: -2
- Energy: -1362.4564 hartree
- HOMO-LUMO gap: 1.76 eV
- Highest occupied orbital energy: 1.66 eV

Geometry (Å):
C 2.2629 -3.1836 1.5287
C 2.6297 -2.7358 0.4709
C 2.7769 -1.8016 -0.6103
C 1.4400 -1.1399 -0.9475
C 0.6296 -0.5597 0.2264
C 0.9668 0.9190 0.6089
C 0.5774 1.1043 2.0928
C 1.2137 0.3543 3.1264
C 2.4791 1.1815 0.5875
N 3.0331 1.5205 -0.7424
C 2.2472 2.5356 -1.4928
C 1.0353 3.0512 -0.7217
C 0.1596 1.8208 -0.3732
C -1.1734 2.3517 0.1574
C -2.1970 1.2980 0.5882
C -3.1476 0.8660 -0.5283
C -4.1149 -0.1748 0.0510
C -5.3395 -0.4437 -0.8463
H 1.8211 -3.5853 2.3942
H 3.5845 -1.0931 -0.3803
H 3.1368 -2.3559 -1.4784
H 0.8281 -1.9392 -1.3829
H 1.5532 -0.3931 -1.7511
H 0.6383 -1.2253 1.0782
H -0.4005 -0.5333 -0.1237
H -0.1542 1.8415 2.4061
H 0.6410 -0.4737 3.5405
H 2.2021 0.5754 3.5117
H 2.9961 0.3663 1.0831
H 2.6296 2.0606 1.2055
H 3.2080 0.7066 -1.3314
H 3.9674 1.9268 -0.5783
H 1.9171 2.1189 -2.4371
H 2.9089 3.3744 -1.7203
H 1.3023 3.5458 0.2102
H 0.5119 3.7522 -1.3735
H 0.0113 1.3140 -1.3275
H -1.6143 2.9637 -0.6372
H -0.9948 3.0440 0.9779
H -2.8400 1.7751 1.3347
H -1.7585 0.4480 1.0977
H -3.7708 1.7083 -0.8375
H -2.6138 0.4449 -1.3811
H -4.4909 0.2588 0.9804
H -3.5957 -1.0818 0.3449
H -6.2311 0.0324 -0.4390
H -5.1996 -0.0772 -1.8600
H -5.5502 -1.5100 -0.8253
O 1.1004 -5.8996 -0.1580
P -0.0256 -4.9956 -0.6943
O 0.5773 -3.7361 -1.3768
O -0.9173 -4.5526 0.4889
O -0.8569 -5.7695 -1.7357

Record 4
ORCA calculation (ωB97M-V with the def2-TZVPD basis set) on a 2-piece molecular cluster, C25H25N6O5S overall in a non-equilibrium geometry.

Summary:
- Total charge: -1
- Energy: -2070.7160 hartree
- HOMO-LUMO gap: 5.45 eV
- Highest occupied orbital energy: -4.22 eV

Geometry (Å):
O 3.7725 -1.8264 -3.1245
O -4.8981 -0.7310 3.9291
O -3.9418 5.8135 1.5138
O -2.5182 0.6136 0.2487
O -2.4760 5.5516 3.1586
N 3.5527 -1.9266 1.9957
N 0.5870 0.3848 -2.1244
N 6.2041 -4.2974 4.3166
S 4.6222 -2.4942 -0.3124
C 2.8323 -1.1117 -2.7806
C -5.2294 0.0836 3.0813
C -3.1990 5.1105 2.2386
C -3.4972 1.3235 0.0389
C 4.5608 -2.5663 1.4435
C 0.9884 0.2711 -3.3664
C 7.3459 -4.7177 3.7542
C 5.3296 -3.6010 3.5652
C 7.6553 -4.4615 2.4181
C 1.6287 -0.5634 1.2850
C 0.9081 -0.0016 0.2221
C 6.7573 -3.7494 1.6297
C 2.7670 -1.3268 1.0173
C 1.3195 -0.1967 -1.1008
C 3.1761 -1.5237 -0.2984
C 5.5624 -3.3075 2.2145
C 2.4577 -0.9636 -1.3732
N -3.6325 1.8719 -1.1734
N 2.1402 -0.4146 -3.7609
N -4.3262 0.6324 2.2746
C -6.6937 0.4438 2.9312
C -4.6663 2.7971 -1.6355
C -3.1500 3.6012 1.9601
C 1.7866 -1.3396 -6.1376
C 1.8367 0.1728 -6.3168
C 2.5852 -0.4881 -5.1587
C -4.5447 3.0195 1.6672
C -4.5431 1.5637 1.1545
H 0.3705 0.7632 -4.1084
H 8.0529 -5.2747 4.3616
H 4.4067 -3.2700 4.0330
H 8.5915 -4.8207 2.0056
H 1.3089 -0.4113 2.3109
H 0.0188 0.5914 0.4155
H 7.0004 -3.5499 0.5891
H -2.8643 1.6748 -1.7971
H -3.3729 0.3254 2.4076
H -7.2576 -0.0684 3.7085
H -7.0461 0.1229 1.9543
H -6.8177 1.5181 3.0468
H -4.4614 3.7984 -1.2466
H -4.6608 2.8429 -2.7250
H -5.6533 2.4763 -1.3006
H -2.7185 3.0681 2.8110
H -2.4972 3.4462 1.0999
H 2.3550 -1.9532 -6.8437
H 0.8559 -1.7912 -5.7793
H 2.4412 0.5597 -7.1435
H 0.9182 0.7348 -6.1311
H 3.6776 -0.5153 -5.2688
H -5.0391 3.6309 0.9153
H -5.1496 3.0882 2.5722
H -5.5192 1.3678 0.7174

Record 5
ORCA calculation (ωB97M-V with the def2-TZVPD basis set) on a single C5H3ClO2 molecule in a non-equilibrium geometry.

Summary:
- Total charge: 0
- Energy above the lowest of the compared OMol25 structures with the same formula, charge and spin: 93.89 kcal/mol
- Energy: -802.8268 hartree
- HOMO-LUMO gap: 8.15 eV
- Highest occupied orbital energy: -9.24 eV
- Structure (SMILES): O=C(O)C#C/C=C/Cl

Geometry (Å):
O -0.5406 -2.5992 -2.0445
C -0.9303 -1.4299 -1.9798
O -1.7974 -0.9214 -2.8443
C -0.2946 -0.4377 -1.0476
C 0.1039 -0.0549 0.2004
C 0.4205 0.8562 1.2283
C 1.4537 0.8194 2.1171
Cl 2.0598 2.0022 3.0218
H -1.9778 0.0352 -2.3653
H -0.3692 1.7644 1.5173
H 1.8719 -0.0345 2.1967

Record 6
ORCA calculation (ωB97M-V with the def2-TZVPD basis set) on C27H24AuCl3GeO2SbSe4Si as an isolated structure.

Summary:
- Total charge: -1
- Energy: -14922.7029 hartree
- Multiplicity: 3
- ⟨S²⟩: 2.026
- HOMO-LUMO gap (spin up / spin down): 6.94 / 4.81 eV
- Highest occupied orbital energy (spin up / spin down): -4.89 / -4.81 eV

Geometry (Å):
Au -0.0133 0.1310 0.3514
Cl -3.1823 -1.8571 -0.5209
Si -2.3576 -0.2231 0.3901
Cl -3.4073 1.3857 -0.4135
Cl -3.0130 -0.4167 2.3626
Se 5.5682 2.9702 -0.3364
Sb 2.5734 0.6205 -1.7388
Se 4.2091 -0.9211 -2.5217
Se 4.0976 3.2988 -1.8956
Se 2.4292 0.5053 0.7804
O -0.7094 -2.4947 -2.2227
C 0.0235 -1.5493 -2.4016
O 0.6811 -0.9285 -1.4364
C 0.2911 -0.9696 -3.7756
C -0.2030 0.4863 -3.8661
Ge -1.9948 0.9500 -4.5264
C -3.4373 -0.3092 -4.1638
C -3.1980 -1.6727 -4.3490
C -4.2152 -2.6063 -4.2051
C -5.4970 -2.1950 -3.8755
C -5.7560 -0.8457 -3.6913
C -4.7365 0.0845 -3.8377
C -1.8640 1.0940 -6.4806
C -1.3441 0.0404 -7.2356
C -1.2443 0.1293 -8.6176
C -1.6684 1.2785 -9.2720
C -2.1879 2.3347 -8.5379
C -2.2823 2.2409 -7.1542
C -2.2249 2.7832 -3.8748
C -3.3954 3.3501 -3.3693
C -3.4267 4.6678 -2.9276
C -2.2831 5.4495 -2.9845
C -1.1087 4.9074 -3.4856
C -1.0843 3.5916 -3.9260
H -0.1432 -1.6299 -4.5220
H 1.3736 -0.9966 -3.9271
H 0.4568 1.0533 -4.5266
H -0.1165 0.9586 -2.8822
H -2.2072 -2.0343 -4.5727
H -3.9940 -3.6588 -4.3290
H -6.2889 -2.9235 -3.7512
H -6.7529 -0.5134 -3.4290
H -4.9757 1.1272 -3.6976
H -1.0072 -0.8672 -6.7455
H -0.8343 -0.6982 -9.1837
H -1.5908 1.3504 -10.3498
H -2.5185 3.2348 -9.0421
H -2.6806 3.0789 -6.5924
H -4.2985 2.7660 -3.2889
H -4.3460 5.0785 -2.5285
H -2.3048 6.4735 -2.6330
H -0.2072 5.5062 -3.5297
H -0.1523 3.1920 -4.3087
C -0.8731 4.0047 3.0380
C -0.8334 4.0661 1.6520
C -0.6164 2.9163 0.9038
C -0.4411 1.6974 1.5476
C -0.4748 1.6306 2.9318
C -0.6923 2.7848 3.6728
H -1.0453 4.9019 3.6193
H -0.9749 5.0109 1.1414
H -0.6008 2.9805 -0.1772
H -0.3403 0.6829 3.4350
H -0.7205 2.7244 4.7540

Record 7
ORCA calculation (ωB97M-V with the def2-TZVPD basis set) on a single C2H7N3 molecule in a non-equilibrium geometry.

Summary:
- Total charge: 0
- Energy above the lowest of the compared OMol25 structures with the same formula, charge and spin: 114.98 kcal/mol
- Energy: -244.4921 hartree
- HOMO-LUMO gap: 9.00 eV
- Highest occupied orbital energy: -8.30 eV
- Structure (SMILES): [H]/N=C\N(C)N

Geometry (Å):
H 2.0986 -0.0001 -0.0677
N 1.7871 0.9750 -0.4702
C 0.3308 0.9958 -0.6613
N -0.3528 -0.1762 -0.0465
C -1.6191 0.0394 0.8174
N 0.0264 -1.5191 0.1026
H -0.1408 1.9917 -0.6751
H -2.3112 -0.8852 0.8268
H -2.1778 0.9225 0.5208
H -1.0483 0.1423 1.7441
H -0.0697 -2.0933 -0.8210
H 1.1534 -1.2468 0.4346

Record 8
ORCA calculation (ωB97M-V with the def2-TZVPD basis set) on a single C5H6N2O molecule in a non-equilibrium geometry.

Summary:
- Total charge: 0
- Energy above the lowest of the compared OMol25 structures with the same formula, charge and spin: 71.81 kcal/mol
- Energy: -378.7565 hartree
- HOMO-LUMO gap: 10.29 eV
- Highest occupied orbital energy: -9.66 eV
- Structure (SMILES): O=C1C[C@H]2N=CN[C@H]12

Geometry (Å):
O 0.1602 0.6320 -2.5892
C 0.3485 0.1011 -1.5207
C -0.0810 -1.3122 -1.0964
C -0.5532 -0.6426 0.2116
N -0.5932 -0.8478 1.7471
C -0.1858 0.3310 2.1102
N 0.1891 1.3162 1.1621
C 0.5509 0.4339 0.0125
H 0.8595 -1.8631 -0.9288
H -0.7875 -1.8448 -1.7421
H -1.5450 -0.2133 0.0938
H 0.0552 0.4858 3.1668
H 0.9886 1.8901 1.3350
H 1.5008 -0.2560 0.1218